[1]
{"formula": "C21H31N10O2", "method": "ωB97M-V/def2-TZVPD", "charge": 1, "mol_weight_g_mol": 455.55, "homo_ev": -10.351, "total_energy_ha": -1516.7394, "elements": ["O", "O", "N", "N", "N", "C", "C", "C", "C", "C", "C", "C", "C", "C", "C", "C", "C", "C", "C", "N", "N", "N", "N", "N", "N", "N", "C", "C", "C", "C", "C", "C", "C", "H", "H", "H", "H", "H", "H", "H", "H", "H", "H", "H", "H", "H", "H", "H", "H", "H", "H", "H", "H", "H", "H", "H", "H", "H", "H", "H", "H", "H", "H", "H"], "positions_angstrom": [[-2.0870, 3.2901, -1.6305], [3.2688, 2.2864, 0.3847], [-1.2094, -4.0013, -2.7515], [-3.3074, -2.4683, -0.3057], [-1.6118, -1.6855, 1.1341], [-1.3062, 2.7973, -0.8255], [2.1492, 2.7686, 0.3289], [-0.3548, -3.5642, -1.8534], [-2.6211, 0.3514, -3.1517], [-2.8944, -1.8392, 0.8000], [-2.3605, -3.0053, -1.0517], [-0.6867, -2.2588, 0.3833], [2.6951, -1.8127, 1.8621], [0.6525, -1.8269, 3.1335], [3.4325, -1.6514, 3.0416], [1.3870, -1.6628, 4.3135], [-1.0431, -2.9016, -0.7695], [1.2970, -1.9076, 1.8872], [2.7827, -1.5843, 4.2791], [-2.7706, -0.8820, -3.5399], [-2.4390, -3.7102, -2.2289], [0.6609, -2.1320, 0.6572], [1.9625, 3.9661, 0.8964], [-1.4541, 0.9649, -3.1369], [0.0112, 2.8266, -1.0640], [-3.6743, 1.0053, -2.7560], [-1.8653, 2.0342, 0.3605], [3.5630, -1.4305, 5.5580], [0.7451, 4.7558, 1.0930], [-0.1037, 0.4172, -3.3631], [0.5839, -0.0178, -2.0549], [1.5924, 0.9680, -1.4276], [1.0310, 1.9901, -0.4090], [0.7238, -3.6607, -1.9398], [-3.6479, -1.3944, 1.4445], [3.2310, -1.8654, 0.9206], [-0.4226, -1.9150, 3.2246], [4.5157, -1.5812, 2.9932], [0.8657, -1.6102, 5.2649], [-1.9625, -1.4170, -3.8088], [-3.6756, -1.3095, -3.5102], [-3.3202, -4.0945, -2.5688], [1.2581, -2.5261, -0.0543], [2.8089, 4.3383, 1.3023], [-1.5032, 1.9433, -2.8825], [0.3123, 3.4225, -1.8225], [-3.5565, 1.9606, -2.4353], [-4.5822, 0.5816, -2.7570], [-1.6985, 0.9677, 0.2252], [-2.9339, 2.2272, 0.4423], [-1.3802, 2.3590, 1.2782], [3.4718, -0.4067, 5.9334], [3.1822, -2.1182, 6.3196], [4.6237, -1.6485, 5.3993], [0.4004, 5.1752, 0.1461], [0.9590, 5.5831, 1.7731], [-0.0394, 4.1454, 1.5399], [-0.1687, -0.4477, -4.0252], [0.5156, 1.1618, -3.8669], [-0.1718, -0.2709, -1.3165], [1.1389, -0.9284, -2.2818], [2.3240, 0.3531, -0.9001], [2.1294, 1.4940, -2.2189], [0.5771, 1.4018, 0.3884]], "lowdin_charge": [0.00, 0.06, 0.07, 0.13, 0.14, -0.54, -0.45, -0.08, -0.48, -0.16, -0.33, -0.28, -0.03, -0.02, -0.03, -0.03, -0.14, -0.24, -0.28, 0.24, 0.04, 0.13, 0.04, 0.11, 0.12, 0.23, 0.03, -0.05, -0.05, -0.11, -0.16, -0.12, -0.18, 0.12, 0.12, 0.11, 0.09, 0.11, 0.12, 0.11, 0.13, 0.17, 0.13, 0.15, 0.11, 0.17, 0.11, 0.14, 0.06, 0.10, 0.08, 0.09, 0.08, 0.08, 0.08, 0.09, 0.07, 0.11, 0.13, 0.09, 0.11, 0.11, 0.13, 0.15]}


[2]
{"formula": "C37H33FN4O13P2PtSSeSi", "method": "ωB97M-V/def2-TZVPD", "charge": 0, "mol_weight_g_mol": 1156.82, "homo_ev": -8.860, "total_energy_ha": -6618.1704, "elements": ["Pt", "O", "P", "O", "O", "O", "P", "O", "O", "O", "H", "H", "O", "Si", "C", "C", "C", "C", "C", "C", "C", "C", "C", "C", "C", "C", "C", "C", "C", "C", "C", "C", "H", "H", "H", "H", "H", "H", "H", "H", "H", "H", "H", "H", "H", "H", "H", "Se", "N", "C", "C", "C", "C", "C", "C", "N", "H", "H", "H", "H", "F", "C", "C", "N", "C", "C", "O", "O", "C", "O", "N", "C", "O", "H", "H", "H", "H", "C", "S", "O", "C", "C", "C", "C", "C", "C", "H", "H", "H", "H", "H", "H", "H", "H"], "positions_angstrom": [[-0.6630, -0.6175, -0.9657], [2.3257, -3.4925, 0.0632], [1.1175, -3.4073, -0.9499], [1.2419, -4.3992, -2.0074], [0.8354, -1.9458, -1.3366], [-0.2007, -3.7786, 0.0191], [-0.7017, -2.7140, 1.0618], [-1.4498, -3.5027, 2.2049], [-1.6929, -1.7861, 0.3665], [0.4786, -1.9932, 1.6764], [2.3768, -2.7340, 0.6667], [-1.5974, -4.4388, 2.0262], [-0.0498, 0.1676, 2.3628], [1.1914, -0.8203, 3.1758], [2.8439, -0.8774, 2.2844], [4.0121, -1.1196, 3.0145], [5.2531, -1.1197, 2.3972], [5.3576, -0.8387, 1.0397], [4.2160, -0.5678, 0.3018], [2.9709, -0.6002, 0.9201], [1.7437, 0.4585, 4.5276], [2.4272, 1.6359, 4.1897], [2.9253, 2.5128, 5.1371], [2.7687, 2.2333, 6.4914], [2.1313, 1.0635, 6.8634], [1.6334, 0.1946, 5.8942], [0.5918, -2.2061, 4.2814], [-0.5813, -2.0668, 5.0226], [-1.0686, -3.1084, 5.7989], [-0.3773, -4.3106, 5.8559], [0.7962, -4.4648, 5.1305], [1.2694, -3.4231, 4.3444], [3.9535, -1.2988, 4.0831], [6.1429, -1.3296, 2.9774], [6.3284, -0.8356, 0.5604], [4.2722, -0.3484, -0.7570], [2.0927, -0.4085, 0.3109], [2.6189, 1.8654, 3.1477], [3.4554, 3.4039, 4.8224], [3.1573, 2.9114, 7.2407], [2.0215, 0.8131, 7.9115], [1.1557, -0.7160, 6.2325], [-1.1272, -1.1281, 4.9975], [-1.9855, -2.9826, 6.3612], [-0.7518, -5.1240, 6.4645], [1.3394, -5.4007, 5.1719], [2.1742, -3.5693, 3.7632], [-2.2615, 1.6136, -2.6228], [-2.2465, 0.6045, -1.1321], [-3.2115, 1.0384, -0.3233], [-3.5494, 0.4824, 0.9476], [-4.5638, 1.0548, 1.6414], [-5.2979, 2.1785, 1.1369], [-5.0223, 2.7139, -0.0763], [-3.9666, 2.1409, -0.8531], [-3.6207, 2.5610, -2.0595], [-2.9912, -0.3694, 1.3093], [-4.8407, 0.6491, 2.6063], [-6.1023, 2.5829, 1.7372], [-5.5834, 3.5396, -0.4917], [-0.0640, 3.9090, -5.9753], [-0.3421, 2.6095, -5.8210], [0.4952, 1.7918, -5.1790], [0.2297, 0.4543, -4.9968], [1.1893, -0.3415, -4.2387], [1.3684, 0.2282, -2.8341], [2.4664, 0.3524, -2.3482], [0.2382, 0.6186, -2.2683], [-0.9225, -0.1283, -5.4888], [-1.2019, -1.2953, -5.3552], [-1.7656, 0.7578, -6.1496], [-1.5914, 2.1168, -6.3930], [-2.4058, 2.7749, -6.9949], [1.4259, 2.1526, -4.7601], [2.1533, -0.3570, -4.7456], [0.8081, -1.3590, -4.1607], [-2.6039, 0.3398, -6.5288], [-1.1465, 3.8011, 2.7868], [-0.9792, 2.3206, 1.8088], [-0.0550, 1.5491, 2.8592], [0.0999, 2.8627, 0.5153], [1.4142, 2.4379, 0.4626], [2.1925, 2.8609, -0.6043], [1.6501, 3.6793, -1.5826], [0.3186, 4.0721, -1.5244], [-0.4778, 3.6536, -0.4709], [-0.1638, 4.0878, 3.1573], [-1.8324, 3.5757, 3.6003], [-1.5579, 4.5688, 2.1339], [1.8165, 1.7678, 1.2070], [3.2150, 2.5198, -0.6783], [2.2648, 4.0003, -2.4136], [-0.1035, 4.6935, -2.3035], [-1.5249, 3.9380, -0.4261]], "lowdin_charge": [1.17, -0.09, 0.26, -0.24, -0.43, -0.22, 0.27, -0.05, -0.40, -0.30, 0.04, 0.11, -0.22, 0.58, -0.22, -0.08, -0.07, -0.07, -0.06, -0.13, -0.21, -0.11, -0.09, -0.10, -0.09, -0.08, -0.25, -0.11, -0.09, -0.09, -0.08, -0.08, 0.11, 0.10, 0.10, 0.10, 0.08, 0.09, 0.10, 0.10, 0.10, 0.09, 0.11, 0.10, 0.10, 0.10, 0.11, 1.27, -0.36, -0.36, -0.05, -0.06, -0.07, -0.02, -0.39, -0.21, 0.09, 0.11, 0.11, 0.12, 0.09, -0.20, 0.04, 0.00, -0.02, -0.61, 0.09, -0.34, -0.49, 0.10, 0.21, -0.42, 0.11, 0.16, 0.14, 0.14, 0.17, -0.17, 1.19, -0.40, -0.38, -0.04, -0.04, -0.05, -0.07, -0.12, 0.08, 0.07, 0.07, 0.09, 0.12, 0.12, 0.12, 0.11]}


[3]
{"formula": "C5H8P2", "method": "ωB97M-V/def2-TZVPD", "charge": 0, "mol_weight_g_mol": 130.07, "homo_ev": -6.881, "total_energy_ha": -877.8954, "smiles": "CC1=CC=CP=[PH2]1", "elements": ["C", "C", "C", "C", "C", "P", "P", "H", "H", "H", "H", "H", "H", "H", "H"], "positions_angstrom": [[-0.6824, 1.9775, 0.6944], [-0.0819, 0.6731, 0.2058], [0.7353, -0.0720, 0.9769], [1.1894, -1.3303, 0.5562], [0.8733, -2.1236, -0.5592], [0.0116, -1.9183, -2.1197], [-0.8008, -0.0397, -1.3521], [0.0708, 2.2279, 1.5671], [-1.7863, 1.8359, 1.0465], [-0.8084, 2.7429, -0.1591], [1.2562, 0.1604, 1.9133], [1.8506, -1.8164, 1.3006], [1.3554, -3.0759, -0.8286], [-1.0198, 1.2080, -1.9821], [-2.1629, -0.4495, -1.2600]], "lowdin_charge": [-0.15, -0.51, -0.18, -0.25, -0.54, 0.57, 0.68, 0.11, 0.09, 0.07, 0.12, 0.09, 0.01, -0.04, -0.06]}


[4]
{"formula": "C35H35Cl3N4O4RuS7", "method": "ωB97M-V/def2-TZVPD", "s2": 0.7569, "charge": -1, "spin_multiplicity": 2, "mol_weight_g_mol": 1007.59, "homo_ev": [-3.799, -4.001], "total_energy_ha": -6137.6126, "elements": ["Ru", "C", "C", "O", "C", "C", "C", "N", "N", "C", "O", "C", "C", "C", "C", "C", "C", "H", "H", "H", "H", "H", "H", "H", "H", "H", "H", "H", "H", "S", "C", "S", "C", "C", "S", "S", "S", "Cl", "C", "C", "C", "C", "C", "C", "N", "C", "C", "N", "C", "O", "C", "C", "C", "Cl", "S", "C", "C", "C", "Cl", "C", "H", "H", "H", "H", "H", "H", "H", "H", "H", "H", "H", "H", "H", "C", "C", "S", "O", "C", "C", "H", "H", "H", "H", "H", "H", "H", "H", "H", "H"], "positions_angstrom": [[0.0881, -1.2010, 0.1845], [-2.8479, -0.3817, -4.3628], [-2.1799, -0.3779, -2.9878], [-0.9843, -0.7277, -2.9447], [-2.9901, 0.0475, -1.9224], [-2.6901, 0.3823, -0.5787], [-3.8293, 1.0791, 0.1411], [-1.5796, 0.1722, 0.1079], [-1.6511, 0.7755, 1.3747], [-0.5742, 0.6432, 2.0612], [0.5125, 0.0528, 1.6216], [-0.5338, 1.1678, 3.4487], [-1.6107, 1.8690, 3.9880], [-1.5616, 2.3248, 5.2943], [-0.4392, 2.0832, 6.0790], [0.6319, 1.3811, 5.5472], [0.5865, 0.9246, 4.2368], [-2.3935, -1.1573, -4.9787], [-2.6585, 0.5779, -4.8519], [-3.9283, -0.5263, -4.3116], [-4.0071, 0.2824, -2.2076], [-4.7158, 1.0939, -0.4895], [-3.5518, 2.1016, 0.3950], [-4.0484, 0.5756, 1.0822], [-2.4798, 2.0390, 3.3669], [-2.4041, 2.8662, 5.7074], [-0.4056, 2.4347, 7.1031], [1.5038, 1.1775, 6.1565], [1.4068, 0.3615, 3.8122], [1.3109, -5.9239, 5.5738], [1.0158, -4.8999, 4.3047], [-0.5340, -4.2534, 3.9309], [-0.0849, -3.3112, 2.5289], [1.2238, -3.3421, 2.1995], [1.9245, -2.5432, 0.8198], [2.2352, -4.3198, 3.2373], [-1.3098, -2.4313, 1.6493], [2.2993, 6.8441, -4.6547], [2.3051, 5.1104, -4.7994], [3.3310, 4.4879, -5.4917], [3.3188, 3.1084, -5.5969], [2.3058, 2.3405, -5.0293], [2.3573, 0.8388, -5.1555], [3.2652, 0.2089, -4.0912], [2.7114, 0.2950, -2.7626], [2.9061, 1.3027, -1.8401], [2.1114, 0.9984, -0.7801], [1.4223, -0.1546, -1.0585], [1.8036, -0.5561, -2.2432], [2.8978, 0.5247, -6.4353], [2.4822, -0.7172, -6.9659], [1.0107, -0.8137, -7.2634], [0.2507, 0.1342, -7.8799], [0.7553, 1.6733, -8.4479], [-1.3789, -0.3546, -8.0955], [-1.0613, -1.8693, -7.3690], [0.2304, -1.9700, -6.9636], [1.2908, 2.9995, -4.3417], [0.0123, 2.1032, -3.6036], [1.2833, 4.3832, -4.2214], [4.1193, 5.0762, -5.9396], [4.1022, 2.6062, -6.1492], [1.3480, 0.4294, -5.0440], [4.2397, 0.6990, -4.1029], [3.4185, -0.8435, -4.3329], [3.5836, 2.1181, -2.0241], [1.9786, 1.5050, 0.1596], [1.4183, -1.4226, -2.7512], [2.7524, -1.5449, -6.2991], [3.0601, -0.8386, -7.8839], [-1.8551, -2.5872, -7.2431], [0.6298, -2.8341, -6.4501], [0.4873, 4.8748, -3.6812], [-3.0630, -3.7634, -3.7829], [-1.6437, -3.5514, -3.2799], [-1.6262, -3.1589, -1.5193], [-0.1880, -2.6986, -1.3149], [-1.6738, -4.8492, -0.8534], [-0.2993, -5.4936, -0.8128], [-3.0554, -3.9867, -4.8508], [-3.6611, -2.8653, -3.6241], [-3.5579, -4.5947, -3.2777], [-1.1859, -2.6641, -3.7213], [-0.9959, -4.4134, -3.4486], [-2.3891, -5.3997, -1.4699], [-2.0811, -4.7375, 0.1499], [0.1016, -5.6723, -1.8121], [-0.3668, -6.4516, -0.2958], [0.4010, -4.8527, -0.2764]], "lowdin_charge": [0.94, -0.04, -0.56, -0.14, -0.06, -0.32, -0.06, -0.08, 0.04, -0.49, -0.27, -0.14, -0.03, -0.10, -0.11, -0.09, -0.02, 0.04, 0.07, 0.07, 0.07, 0.06, 0.07, 0.07, 0.10, 0.09, 0.09, 0.10, 0.11, 0.43, -1.54, 0.88, -1.11, -1.14, 0.54, 0.88, 0.58, 0.66, -0.66, -0.10, -0.02, -0.19, -0.29, -0.06, -0.06, -0.06, -0.10, -0.07, -0.16, -0.13, -0.16, -0.32, -0.96, 0.68, 1.00, -0.42, -0.14, -0.57, 0.84, -0.12, 0.10, 0.12, 0.13, 0.14, 0.13, 0.12, 0.11, 0.13, 0.12, 0.14, 0.07, 0.12, 0.11, -0.13, -0.38, 0.94, -0.70, -0.39, -0.12, 0.07, 0.06, 0.06, 0.06, 0.09, 0.08, 0.05, 0.07, 0.08, 0.04]}


[5]
{"formula": "C19H26NO3P", "method": "ωB97M-V/def2-TZVPD", "charge": 0, "mol_weight_g_mol": 347.39, "homo_ev": -7.764, "total_energy_ha": -1361.4930, "smiles": "Cc1ccc([C@@H](O)[P@@](=O)(OC(C)C)c2ccc(N(C)C)cc2)cc1", "elements": ["C", "C", "C", "C", "C", "C", "O", "P", "O", "O", "C", "C", "C", "C", "C", "C", "C", "N", "C", "C", "C", "C", "C", "C", "H", "H", "H", "H", "H", "H", "H", "H", "H", "H", "H", "H", "H", "H", "H", "H", "H", "H", "H", "H", "H", "H", "H", "H", "H", "H"], "positions_angstrom": [[-3.6058, -2.6104, -0.1078], [-2.1179, -2.5440, 0.0666], [-1.5724, -2.2205, 1.3051], [-0.2061, -2.1400, 1.4754], [0.6509, -2.3746, 0.4060], [2.1198, -2.1209, 0.5937], [2.9313, -2.5879, -0.4438], [2.3257, -0.2706, 0.9040], [2.9168, 0.0714, 2.2031], [3.2905, 0.0891, -0.3529], [4.2093, 1.1701, -0.1986], [5.3795, 0.9074, -1.1357], [3.5061, 2.4861, -0.5000], [0.7390, 0.5172, 0.5446], [0.0019, 1.0603, 1.5863], [-1.2784, 1.5215, 1.3787], [-1.8757, 1.4369, 0.1106], [-3.1641, 1.8406, -0.1035], [-3.8741, 1.4276, -1.2899], [-3.9113, 2.5255, 0.9209], [-1.0984, 0.9279, -0.9441], [0.1798, 0.4713, -0.7261], [0.1154, -2.7247, -0.8219], [-1.2564, -2.8122, -0.9861], [-4.0020, -3.5043, 0.3742], [-4.0830, -1.7462, 0.3516], [-3.8745, -2.6450, -1.1611], [-2.2297, -2.0206, 2.1393], [0.2127, -1.8764, 2.4371], [2.4610, -2.5976, 1.5242], [3.1226, -1.8491, -1.0350], [4.5533, 1.1745, 0.8443], [6.1279, 1.6860, -1.0200], [5.8312, -0.0544, -0.9063], [5.0351, 0.8955, -2.1675], [3.1083, 2.4761, -1.5127], [2.6813, 2.6222, 0.1977], [4.2013, 3.3145, -0.3962], [0.4496, 1.1022, 2.5683], [-1.8287, 1.9172, 2.2165], [-3.6314, 2.0632, -2.1488], [-4.9457, 1.4905, -1.1104], [-3.6333, 0.3926, -1.5406], [-4.2574, 1.8444, 1.7081], [-3.3005, 3.3054, 1.3773], [-4.7798, 3.0030, 0.4709], [-1.4996, 0.8910, -1.9437], [0.7584, 0.0758, -1.5482], [0.7774, -2.9276, -1.6509], [-1.6602, -3.0800, -1.9526]], "lowdin_charge": [-0.05, -0.28, -0.03, -0.05, -0.24, -0.34, -0.04, 0.71, -0.28, -0.24, -0.47, -0.04, -0.04, -0.29, -0.08, -0.02, -0.23, -0.19, -0.06, -0.07, -0.01, -0.07, -0.03, -0.04, 0.08, 0.07, 0.07, 0.12, 0.13, 0.14, 0.08, 0.13, 0.08, 0.08, 0.08, 0.09, 0.07, 0.08, 0.11, 0.10, 0.09, 0.09, 0.08, 0.09, 0.09, 0.08, 0.10, 0.12, 0.12, 0.11]}


[6]
{"formula": "C4H5CuLiO2", "method": "ωB97M-V/def2-TZVPD", "s2": 2.0123, "charge": 1, "spin_multiplicity": 3, "mol_weight_g_mol": 155.57, "homo_ev": [-8.527, -11.766], "total_energy_ha": -1953.4491, "elements": ["C", "C", "C", "C", "O", "O", "Li", "Cu", "H", "H", "H", "H", "H"], "positions_angstrom": [[0.0842, -1.1843, -1.1335], [0.1606, 0.3037, -1.0993], [-0.5645, 0.9787, -0.0734], [-0.3981, 0.7125, 1.2834], [-1.0781, 1.2639, 2.2052], [1.1890, -1.8526, -1.1661], [2.9426, -1.8736, -1.0085], [-1.2540, 1.2946, 3.8949], [-0.7796, -1.6488, -0.6218], [1.1511, 0.7055, -1.3429], [-1.3451, 1.6872, -0.3594], [0.3899, 0.0000, 1.5830], [-0.4981, -0.3868, -2.1616]], "lowdin_charge": [-0.46, -0.19, 0.01, -0.20, -0.17, -0.31, 0.81, 0.76, 0.13, 0.12, 0.14, 0.15, 0.22]}